Record 1
Computed, not measured: a molecular structure, C3H4N4O at a distorted geometry, with ωB97M-V/def2-TZVPD.

```
! wB97M-V def2-TZVPD RIJCOSX def2/J DEFGRID3
* xyz 0 1
C -0.8538 1.0584 0.1455
C 0.4154 0.2428 0.1072
C 2.4095 0.0913 -0.1065
H -3.0582 -1.1987 -0.1047
H -1.4610 -1.3078 0.4186
H -0.8377 2.1667 0.1376
H 3.3987 0.3825 -0.3562
N -2.0743 -0.8484 -0.2105
N -1.9661 0.5010 -0.0690
N 0.5883 -1.0150 0.1280
N 1.9573 -1.1177 0.0061
O 1.4820 1.0450 -0.0961
*
```

Calculated values
Kohn-Sham gap = 9.95 eV
molecular weight = 112.09 u


Record 2
Computed, not measured: a single C3H4N4O molecule at a distorted geometry, with ωB97M-V/def2-TZVPD.

```
! wB97M-V def2-TZVPD RIJCOSX def2/J DEFGRID3
* xyz 0 1
C 0.4414 -1.9728 1.4153
N 1.1242 -1.2345 0.6998
O 0.1774 0.0535 0.4730
C 0.1171 0.2283 -0.8618
N 0.3826 -0.5948 -1.8121
N 0.0031 0.0226 -2.9620
C -0.3584 1.2393 -2.6765
N -0.3892 1.4287 -1.3039
H 0.8487 -2.9835 1.7290
H -0.5234 -1.7911 1.6544
H -0.8353 2.0189 -3.4229
H -0.5774 2.3638 -0.9021
*
```

Calculated values
Kohn-Sham gap = 9.82 eV
molecular weight = 112.09 u
structure (SMILES) = C=NOc1nnc[nH]1


Record 3
Computed, not measured: a single C3H4N4O molecule at a distorted geometry, with ωB97M-V/def2-TZVPD.

```
! wB97M-V def2-TZVPD RIJCOSX def2/J DEFGRID3
* xyz 0 1
C 0.5912 -2.0015 -0.9262
O 0.9287 -1.1786 0.3140
C 0.4132 0.0020 0.3677
N -0.1387 0.4232 -0.6764
N -0.8767 1.5490 -0.3886
C -0.9520 2.0675 0.7907
N 0.0572 1.6958 1.7273
N 0.8119 0.7429 1.3782
H 0.9038 -3.1449 -0.8174
H -0.5733 -1.6115 -1.0474
H 0.7374 -1.2741 -1.8039
H -1.9028 2.7304 1.0820
*
```

Calculated values
Kohn-Sham gap = 8.87 eV
molecular weight = 112.09 u
structure (SMILES) = COc1nncnn1